1.
Entry from OMol25: a 2-piece molecular cluster, C3H3NO2 overall at a distorted geometry (ωB97M-V/def2-TZVPD).

Calculated values
F_max, Eh/bohr: 0.023
Energy above the lowest of the compared OMol25 structures with the same formula, charge and spin, kJ/mol: 545.8
HOMO energy, hartree: -0.2979

```
! RIJCOSX wB97M-V def2-TZVPD def2/J DEFGRID3
* xyz 0 1
O -0.844 -0.345 -1.481
C -0.484 -0.905 -0.370
C -0.470 -1.611 0.690
O -0.531 -0.343 1.245
C 0.996 1.829 0.190
N 0.996 1.724 -0.959
H -0.176 0.332 -1.724
H -0.474 -2.591 1.151
H 0.986 1.910 1.258
*
```

---

2.
Entry from OMol25: an isolated ion of composition C6H7N2 and charge +1 at a distorted geometry (ωB97M-V/def2-TZVPD).

Calculated values
F_max, Eh/bohr: 0.044
Energy above the lowest of the compared OMol25 structures with the same formula, charge and spin, kJ/mol: 809.5
HOMO energy (spin up / spin down), hartree: -0.4995 / -0.5056

```
! RIJCOSX wB97M-V def2-TZVPD def2/J DEFGRID3
* xyz 1 1
C -0.439 1.316 -0.190
C 0.816 1.330 0.293
C 0.731 -0.920 -0.068
C -3.365 0.117 0.276
C -2.229 -0.391 -0.230
C 2.915 0.187 0.011
N -1.071 0.275 -0.308
N 1.457 0.140 -0.019
H 1.163 -1.905 -0.175
H -4.276 -0.456 0.257
H -3.400 1.103 0.711
H -2.155 -1.402 -0.614
H 3.319 -0.446 -0.778
H 3.288 -0.161 0.975
H 3.245 1.213 -0.141
*
```

---

3.
Entry from OMol25: C38H66O27S3 as an isolated structure at a distorted geometry (ωB97M-V/def2-TZVPD).

Calculated values
F_max, Eh/bohr: 0.210
Energy above the lowest of the compared OMol25 structures with the same formula, charge and spin, kJ/mol: 2158.4
HOMO energy, hartree: -0.3003

```
! RIJCOSX wB97M-V def2-TZVPD def2/J DEFGRID3
* xyz 0 1
C 4.023 -14.924 -14.647
C 4.896 -15.688 -13.612
C 6.072 -16.443 -14.267
O 7.206 -15.880 -13.646
C 6.841 -14.874 -12.788
O 7.664 -14.207 -12.147
O 5.542 -14.727 -12.803
H 3.196 -14.367 -14.206
H 3.621 -15.668 -15.334
H 4.689 -14.353 -15.294
H 4.217 -16.375 -13.107
H 6.106 -16.224 -15.334
H 6.017 -17.497 -13.993
C 8.869 -12.197 -12.262
C 8.157 -11.014 -11.576
C 8.327 -10.991 -10.103
O 8.516 -9.670 -9.810
C 8.634 -8.962 -10.983
O 8.802 -7.736 -11.055
O 8.692 -9.772 -11.974
H 8.591 -12.374 -13.301
H 8.593 -13.070 -11.671
H 9.955 -12.146 -12.183
H 7.111 -11.028 -11.882
H 9.170 -11.634 -9.852
H 7.509 -11.391 -9.504
C 8.100 -10.134 -5.996
C 8.541 -9.825 -7.461
C 9.354 -8.524 -7.584
O 10.518 -8.854 -8.362
C 10.658 -10.198 -8.458
O 11.650 -10.753 -8.865
O 9.565 -10.758 -7.824
H 8.989 -10.345 -5.402
H 7.538 -11.065 -5.925
H 7.522 -9.345 -5.515
H 7.726 -9.829 -8.185
H 9.596 -8.070 -6.623
H 8.776 -7.792 -8.147
C 6.250 -13.208 -7.950
C 5.204 -12.238 -7.410
C 4.270 -12.793 -6.332
O 4.251 -11.876 -5.241
C 5.419 -11.164 -5.324
O 5.866 -10.466 -4.430
O 5.974 -11.447 -6.511
H 5.663 -13.759 -8.685
H 6.709 -13.912 -7.257
H 7.123 -12.682 -8.337
H 4.807 -11.529 -8.136
H 4.585 -13.781 -5.996
H 3.277 -12.863 -6.776
C 7.840 -13.168 -5.598
C 7.757 -13.235 -4.056
C 8.497 -12.124 -3.467
O 7.534 -11.620 -2.556
C 6.374 -12.235 -2.597
O 5.384 -12.010 -1.886
O 6.422 -13.104 -3.684
H 7.485 -12.193 -5.932
H 7.254 -13.972 -6.041
H 8.823 -13.397 -6.010
H 8.092 -14.224 -3.742
H 8.770 -11.300 -4.126
H 9.395 -12.535 -3.006
C 11.419 -12.150 -6.553
C 11.219 -12.070 -5.053
C 12.378 -12.594 -4.201
O 12.722 -11.452 -3.405
C 11.840 -10.460 -3.642
O 11.873 -9.393 -3.016
O 11.078 -10.747 -4.679
H 10.730 -11.646 -7.230
H 11.472 -13.185 -6.892
H 12.402 -11.773 -6.833
H 10.316 -12.617 -4.781
H 13.224 -12.734 -4.873
H 12.007 -13.415 -3.587
C 6.468 -15.988 -10.485
C 6.084 -17.499 -10.596
C 4.681 -17.783 -10.039
O 4.199 -18.665 -11.037
C 4.901 -18.540 -12.128
O 4.597 -18.954 -13.188
O 6.029 -17.883 -11.918
H 6.421 -15.685 -9.439
H 5.719 -15.363 -10.972
H 7.487 -15.852 -10.849
H 6.801 -18.193 -10.156
H 4.014 -16.938 -9.871
H 4.755 -18.216 -9.042
C 5.785 -15.858 -4.490
C 6.094 -16.647 -5.825
C 5.054 -16.461 -6.894
O 5.774 -15.945 -7.990
C 7.101 -15.751 -7.640
O 7.933 -15.274 -8.361
O 7.269 -16.031 -6.364
H 5.722 -14.771 -4.557
H 6.524 -16.066 -3.717
H 4.910 -16.315 -4.028
H 6.273 -17.702 -5.618
H 4.247 -15.869 -6.461
H 4.646 -17.472 -6.916
C 11.003 -15.653 -7.383
S 12.406 -16.547 -6.576
O 12.020 -17.336 -5.292
C 12.783 -17.767 -7.896
H 11.437 -14.924 -8.067
H 10.450 -15.109 -6.618
H 10.322 -16.312 -7.922
H 11.984 -18.506 -7.826
H 13.752 -18.212 -7.672
H 12.814 -17.434 -8.934
C 7.955 -13.775 -9.930
S 9.719 -14.108 -9.432
O 10.332 -13.045 -10.356
C 9.556 -13.419 -7.714
H 7.631 -12.754 -9.728
H 7.196 -14.479 -9.588
H 7.849 -14.092 -10.967
H 8.837 -12.601 -7.658
H 10.549 -13.082 -7.418
H 9.242 -14.170 -6.988
C 13.097 -13.724 -14.255
S 13.234 -12.539 -12.844
O 12.356 -11.386 -13.239
C 12.246 -13.466 -11.635
H 13.416 -14.725 -13.964
H 13.727 -13.396 -15.082
H 12.097 -13.670 -14.686
H 11.891 -12.886 -10.783
H 12.717 -14.321 -11.152
H 11.307 -13.827 -12.055
*
```